Formula: C5H11N
Source: OMol25
Level of theory: the ωB97M-V functional and the def2-TZVPD basis

Element x y z (Å)
C: 2.53588 -0.34393 0.60070
C: 1.31762 -0.46206 -0.32870
C: -0.00330 -0.38125 0.40474
C: -0.54225 0.98166 0.62231
N: -1.28840 0.42827 -0.46011
C: -2.62486 0.01535 0.04004
H: 2.60355 0.64472 1.06976
H: 2.50639 -1.09205 1.40047
H: 3.45932 -0.50170 0.03022
H: 1.35893 0.33395 -1.08332
H: 1.36997 -1.42182 -0.85090
H: -0.79027 -1.02718 -0.01302
H: 0.10881 1.77195 0.24080
H: -1.07772 1.25869 1.52579
H: -3.22532 -0.41382 -0.76836
H: -3.11858 0.93065 0.38965
H: -2.62393 -0.69348 0.89089

Summary:
- Total charge: 0
- ΔE to the lowest compared entry with this formula, charge and spin: 83.2 kcal/mol
- E_HOMO: -8.612 eV
- E_LUMO: 0.0419 hartree
- Frontier orbital gap: 0.358 hartree
- Strongest force on any atom: 2.53 eV/A

Partial atomic charges computed with the Löwdin method, in multiples of e: number 1, C, carries -0.110; number 2, C, carries -0.258; number 3, C, carries -0.138; number 4, C, carries -0.238; number 5, N, carries -0.113; number 6, C, carries -0.133; number 7, H, carries 0.069; number 8, H, carries 0.072; number 9, H, carries 0.069; number 10, H, carries 0.109; number 11, H, carries 0.104; number 12, H, carries 0.100; number 13, H, carries 0.118; number 14, H, carries 0.104; number 15, H, carries 0.074; number 16, H, carries 0.081; number 17, H, carries 0.088